{"formula": "CH4NO2P", "method": "the ωB97M-V functional and the def2-TZVPD basis", "symbols": ["N", "P", "O", "H", "H", "C", "O", "H", "H"], "positions_angstrom": [[1.71809, -0.70617, -0.54517], [0.39105, -0.12989, -1.35971], [-1.03387, -1.08806, -0.99550], [1.84778, -1.67364, -0.19419], [2.65728, -0.40695, -0.73582], [-1.41986, 1.04295, 0.93899], [-0.27113, 1.13199, 0.64671], [-1.88668, 1.63160, 1.73633], [-2.00266, 0.19816, 0.50836]], "molar_mass_g_mol": 93.0, "multiplicity": 1, "smiles": "NP=O.C=O", "orbital_gap_ev": 9.46, "de_lowest_kj_mol": 221.75}

---

{"formula": "C32H27AsCrN6O9PS2", "method": "the ωB97M-V functional and the def2-TZVPD basis", "symbols": ["Cr", "N", "C", "N", "C", "N", "N", "C", "N", "C", "C", "C", "C", "C", "N", "H", "H", "H", "H", "H", "H", "H", "H", "O", "S", "O", "O", "C", "C", "C", "C", "C", "C", "P", "C", "C", "C", "C", "C", "C", "C", "C", "C", "C", "C", "C", "H", "H", "H", "H", "H", "H", "H", "H", "H", "H", "H", "H", "H", "H", "O", "As", "O", "O", "C", "C", "C", "C", "C", "C", "S", "O", "O", "O", "H", "H", "H", "H", "H"], "positions_angstrom": [[0.08530, 2.20982, 0.51396], [0.92909, 4.14042, 3.02686], [0.05886, 3.21681, 3.39295], [-0.21813, 3.05808, 4.69082], [-1.12998, 2.14274, 4.97960], [-1.43699, 1.94344, 6.26719], [-1.79981, 1.36754, 4.08381], [-1.44301, 1.57390, 2.84545], [-0.54131, 2.47353, 2.41835], [-2.07150, 0.76046, 1.76780], [-3.18933, -0.01416, 1.97468], [-3.72145, -0.68613, 0.87764], [-3.11903, -0.55878, -0.35795], [-1.98393, 0.23123, -0.47242], [-1.47503, 0.86627, 0.57307], [1.42034, 4.62322, 3.75957], [1.25599, 4.19078, 2.05643], [-0.94611, 2.45745, 6.97572], [-2.09371, 1.22577, 6.51081], [-3.62018, -0.07261, 2.96233], [-4.60868, -1.29422, 0.99484], [-3.50960, -1.05337, -1.23565], [-1.46893, 0.35353, -1.41387], [3.45673, 1.58398, -0.24531], [2.27917, 0.80321, -0.06861], [1.54831, 0.95708, 1.24255], [1.17260, 1.09210, -1.03854], [2.83656, -0.89428, -0.15283], [4.21593, -1.02830, -0.30001], [4.79621, -2.28665, -0.32781], [4.00009, -3.41562, -0.21779], [2.62975, -3.27192, -0.08349], [2.02500, -2.01912, -0.03838], [0.19687, -1.90482, 0.07575], [-0.21111, -3.15224, 1.34193], [0.66721, -3.42877, 2.38891], [0.27017, -4.22114, 3.45632], [-1.01430, -4.74287, 3.50132], [-1.90442, -4.45677, 2.47542], [-1.50899, -3.66245, 1.41041], [-0.22328, -2.68113, -1.52913], [-0.24431, -1.79892, -2.61265], [-0.53264, -2.25382, -3.88949], [-0.81913, -3.59607, -4.09980], [-0.79711, -4.47976, -3.03102], [-0.49421, -4.02723, -1.75347], [4.82076, -0.14079, -0.39388], [5.86787, -2.37992, -0.43889], [4.44115, -4.40318, -0.24304], [2.00583, -4.15552, -0.01356], [1.67171, -3.02326, 2.37387], [0.96912, -4.43029, 4.25568], [-1.32146, -5.36462, 4.33167], [-2.91170, -4.85208, 2.50449], [-2.22287, -3.43118, 0.62881], [-0.01560, -0.74916, -2.45511], [-0.53628, -1.55854, -4.71873], [-1.05305, -3.95229, -5.09421], [-1.00888, -5.52903, -3.19119], [-0.45897, -4.73440, -0.93479], [0.52891, 5.91738, -0.83654], [1.52058, 4.49234, -1.10430], [3.02740, 4.94545, -1.50662], [1.40665, 3.60097, 0.37881], [0.64768, 3.60042, -2.58053], [1.54558, 3.29513, -3.59695], [1.10528, 2.68089, -4.76021], [-0.23419, 2.36735, -4.91257], [-1.13849, 2.66661, -3.90411], [-0.70484, 3.28303, -2.73722], [-1.95938, 3.61630, -1.51280], [-2.46117, 4.93955, -1.69773], [-2.89770, 2.52314, -1.59681], [-1.14136, 3.54209, -0.23718], [1.15512, 6.65513, -0.86899], [2.58867, 3.55296, -3.46054], [1.81212, 2.44820, -5.54603], [-0.58032, 1.88803, -5.81955], [-2.18614, 2.41905, -4.00751]], "molar_mass_g_mol": 861.6, "multiplicity": 4, "orbital_gap_ev": [7.68, 7.56]}

---

{"formula": "C30H26N4O5P2PbS6", "method": "the ωB97M-V functional and the def2-TZVPD basis", "symbols": ["Pb", "O", "C", "S", "C", "C", "S", "S", "S", "N", "P", "C", "C", "C", "C", "C", "C", "C", "C", "C", "C", "C", "C", "P", "C", "C", "C", "C", "C", "C", "C", "C", "C", "C", "C", "C", "H", "H", "H", "H", "H", "H", "H", "H", "H", "H", "H", "H", "H", "H", "H", "H", "H", "H", "H", "H", "H", "S", "C", "N", "C", "C", "S", "H", "H", "H", "H", "H", "O", "N", "O", "N", "O", "O"], "positions_angstrom": [[-0.22090, -0.34624, -2.63707], [0.96821, -6.64950, -7.44318], [0.83418, -5.68868, -6.74068], [1.39258, -4.11578, -7.16988], [0.88206, -3.37069, -5.74457], [0.50388, -4.19574, -4.55771], [0.36945, -3.73737, -2.98542], [0.23303, -5.76824, -5.00235], [0.79306, -1.76435, -5.56159], [-1.51882, -0.20135, 1.06845], [-0.11181, -0.84663, 0.23679], [-0.62981, -2.55683, 0.19545], [0.28547, -3.55952, 0.54040], [0.05704, -4.93104, 0.69173], [-1.21575, -5.32649, 0.29004], [-2.14971, -4.38983, -0.09229], [-1.89972, -3.02653, -0.15723], [1.28467, -0.58910, 1.40618], [2.36010, 0.07071, 0.94452], [3.48512, 0.21985, 1.74351], [3.34971, -0.19774, 3.10153], [2.26702, -0.93115, 3.58455], [1.20971, -1.07294, 2.74223], [-1.95349, 1.30510, 1.65436], [-3.29560, 1.20633, 2.82614], [-4.39180, 0.39400, 2.53452], [-5.56529, 0.42705, 3.26730], [-5.62422, 1.30430, 4.38348], [-4.57578, 2.18623, 4.63103], [-3.40479, 2.13148, 3.86004], [-0.60123, 2.30130, 2.31554], [0.00539, 3.23684, 1.39903], [1.12683, 3.95229, 1.75242], [1.64199, 3.76235, 3.00253], [1.10784, 2.83372, 3.87906], [0.01094, 2.05003, 3.52853], [-1.97734, -0.95816, 1.65007], [1.27228, -3.24726, 0.86141], [0.75193, -5.60668, 1.13490], [-1.56526, -6.34554, 0.41107], [-3.12767, -4.74330, -0.30349], [-2.63354, -2.30845, -0.48311], [2.43245, 0.40667, -0.17137], [4.46966, 0.65179, 1.40281], [4.26243, -0.04309, 3.71013], [2.27126, -1.21023, 4.63364], [0.30373, -1.52407, 2.94364], [-4.35323, -0.24587, 1.60489], [-6.39133, -0.17777, 3.03370], [-6.52359, 1.34215, 5.04503], [-4.64602, 2.85278, 5.50888], [-2.50798, 2.69132, 4.11560], [-0.50360, 3.38868, 0.48358], [1.47534, 4.68509, 1.00224], [2.55285, 4.31012, 3.37877], [1.65911, 2.70661, 4.74253], [-0.15400, 1.11677, 4.03489], [2.49811, -0.87026, -2.83857], [2.70664, 0.71618, -3.57959], [2.67449, 1.09269, -4.83143], [3.05817, 2.53530, -5.15392], [2.95059, 3.27759, -3.80277], [3.23476, 2.03936, -2.59855], [2.47354, 0.44857, -5.60760], [2.21729, 2.84329, -5.81114], [4.05850, 2.53682, -5.64891], [2.00478, 3.62936, -3.49828], [3.61633, 4.14042, -3.62990], [-2.98710, 3.25235, 0.25824], [-2.58263, 2.13659, 0.10555], [0.33449, 3.78780, -2.41733], [0.00498, 2.61478, -2.38433], [0.31972, 1.87680, -3.34400], [-0.65966, 2.08493, -1.44469]], "molar_mass_g_mol": 984.1, "multiplicity": 1, "total_charge": 2, "orbital_gap_ev": 6.88, "de_lowest_kj_mol": 270.47}

---

{"formula": "C2H2N2OS2", "method": "the ωB97M-V functional and the def2-TZVPD basis", "symbols": ["C", "C", "N", "N", "O", "S", "S", "H", "H"], "positions_angstrom": [[-0.14678, 0.81195, 0.68647], [1.19363, 0.26737, 0.45484], [-0.12550, -1.44083, -1.05943], [-1.23796, 0.62670, 0.01921], [2.24832, 0.54079, 0.98929], [-2.72315, 0.93931, -0.24049], [1.32526, -0.84648, -0.91958], [-0.37786, 1.40269, 1.64876], [-0.15598, -2.30150, -1.57906]], "molar_mass_g_mol": 134.2, "multiplicity": 1, "orbital_gap_ev": [7.30, 7.35], "de_lowest_kj_mol": 289.30}

---

| no. | strongest force on any atom (hartree/bohr) |
| --- | --- |
| 1 | 0.1484 |
| 2 | 0.0160 |
| 3 | 0.0848 |
| 4 | 0.0753 |